(1)
A structure of composition C47H51AsClN4S2Zr, computed with ωB97M-V/def2-TZVPD.

```
107
Properties=species:S:1:pos:R:3:forces:R:3
H -1.220295 -1.536882 2.833354 0.0 0.0 0.0
H 5.329091 0.426346 -3.161454 0.0 0.0 0.0
C -2.713530 2.274578 0.117461 0.0 0.0 -0.1
N 3.386638 -2.510154 -0.361278 -0.1 0.1 0.1
C 1.399656 1.608416 0.966049 0.1 0.0 0.0
H 3.766793 1.383953 4.023009 0.0 0.0 0.0
C -1.662051 -5.076595 3.033087 0.0 0.0 0.0
C 2.195025 -2.195703 -0.897594 0.0 -0.1 0.1
H -1.892337 -5.420636 4.031740 0.0 0.0 0.0
H 4.159891 3.089988 2.266009 0.0 0.0 0.0
C 3.323165 2.408950 2.186292 0.1 -0.1 0.1
H -1.050080 1.084955 3.551459 0.0 0.0 0.0
N -0.151031 0.022326 1.953515 -0.2 0.1 0.0
H -3.612344 2.762707 0.502022 0.0 0.0 0.0
H 1.177094 4.897180 -4.177423 0.0 0.0 0.0
C -0.742549 -2.035217 -4.745080 -0.1 0.0 0.1
C 2.487810 2.474045 1.086960 0.0 -0.1 -0.1
H 6.016305 -3.843205 -2.116384 0.0 0.0 0.0
C -1.987065 3.701451 -4.196406 -0.1 0.0 0.0
H 0.847780 -0.839218 -8.050120 0.0 0.0 0.0
C -4.110397 -0.244069 -1.102921 0.0 0.0 0.0
H -2.809771 -3.283221 3.249462 0.0 0.0 0.0
N -2.705632 0.851922 0.573692 -0.1 0.0 0.2
H -1.221596 -2.361651 -3.826101 0.0 0.0 0.0
H -5.414774 -1.150193 -2.534651 0.0 0.0 0.0
H 1.110411 0.510462 -6.007078 0.0 0.0 0.0
H 1.057860 -2.332515 -2.701399 0.0 -0.1 0.0
C -5.345323 -0.697583 -1.554872 0.1 0.0 0.0
H -0.425627 -2.954216 -7.984124 0.0 0.0 0.0
C 1.985096 0.902255 -3.303873 0.1 0.0 -0.1
C -1.744438 2.373564 -3.878258 0.0 0.0 0.0
C -6.468401 -0.582648 -0.753641 0.0 0.0 0.0
H 0.458447 -1.931969 2.477340 0.0 0.0 0.0
C -0.874080 -5.860744 2.201838 0.0 0.0 -0.1
C -2.394564 -2.108621 0.744793 0.1 0.0 0.0
H 1.832163 -0.100017 3.879044 0.0 0.0 0.0
C -0.441803 1.954470 -3.665166 0.1 0.1 0.0
N 1.338841 -1.363031 -0.341199 -0.1 -0.1 0.0
H -1.454211 -3.714677 -5.870167 0.0 0.0 0.0
Cl -0.802279 -3.615634 -1.112310 -0.2 -0.1 0.0
C -2.550768 0.828114 2.048301 0.0 0.1 0.0
H 3.164753 4.033096 -3.898591 0.0 0.0 0.0
H -0.000652 -6.023261 0.232312 0.0 0.0 0.0
H 3.655755 -4.210991 -1.545754 0.1 0.0 0.0
C -1.116151 1.059136 2.457384 0.0 0.0 0.1
C 3.192514 0.242030 -3.155203 0.0 0.0 0.0
C -0.887769 -2.793593 -5.898981 0.0 0.0 0.0
C 3.162038 2.973310 -3.683301 0.0 0.0 0.0
H 5.331885 -0.546611 -0.142996 0.1 0.0 0.0
H -0.771413 2.022665 2.090579 -0.1 0.0 0.0
H 3.225212 -0.820294 -2.964682 0.0 0.0 0.0
S 0.349742 1.704065 -0.429080 -0.2 -0.1 0.0
C 4.471674 -0.461746 0.516629 0.0 0.0 0.0
H 2.672661 3.193325 0.299517 0.0 0.0 0.0
S -2.675690 -0.400110 -2.117633 0.1 -0.1 0.1
H -5.083180 0.922550 1.930772 0.0 0.0 0.0
C 0.624522 2.853393 -3.780704 -0.1 0.1 0.0
C -1.904750 -3.386763 1.307400 0.2 -0.2 -0.1
H -3.152322 1.621444 2.506403 0.0 0.0 0.0
H -1.136314 5.638886 -4.535481 0.0 0.0 0.0
C -4.010742 0.330278 0.161136 0.0 -0.1 0.0
H 3.105354 -1.773114 1.585423 0.0 0.0 0.0
C -2.173872 -3.866394 2.592962 0.0 0.1 -0.1
H 5.122951 -2.378131 -2.523945 0.0 0.0 0.0
C 4.384037 0.943817 -3.268676 0.1 0.0 0.0
H -3.001715 4.032172 -4.371704 0.0 0.0 0.0
C 0.403864 -1.175842 -7.123141 0.0 0.0 0.0
C 5.443625 -3.015605 -1.700434 0.0 0.0 0.0
H 5.296804 2.852062 -3.609867 0.0 0.0 0.0
C -5.140659 0.460129 0.955384 0.0 0.0 0.0
H -2.722329 2.291676 -0.972443 0.0 0.0 0.0
C 3.897228 -1.834303 0.832815 -0.1 0.0 0.0
C -0.312233 -2.365481 -7.084390 0.0 0.0 0.0
C -0.020915 -0.850256 -4.779774 0.1 0.1 -0.1
C 0.367330 4.185921 -4.089925 0.0 -0.1 0.0
H 4.662806 -2.481278 1.261106 0.0 0.0 0.0
H -2.920988 -0.120700 2.427930 0.0 0.0 0.0
C -0.937037 4.603996 -4.292501 0.0 0.0 0.0
H 3.739164 0.176112 0.024819 -0.1 0.0 0.0
H -7.420497 -0.948675 -1.110936 0.0 0.0 0.0
H -2.567413 1.676000 -3.803902 0.0 0.0 0.0
C 4.366591 2.307620 -3.521884 0.0 0.0 0.0
Zr -0.898005 -0.616728 -0.377329 0.5 0.5 -0.2
C -6.366206 -0.004115 0.501275 0.0 0.0 0.0
H -3.139260 -1.680286 1.415424 0.1 0.0 0.0
H 2.755874 -2.759658 -2.884920 0.0 0.0 0.0
H 4.593316 -4.159615 -0.081225 0.0 0.0 0.0
C 0.549077 -0.416762 -5.974301 0.0 0.0 0.0
H -2.947755 -2.369219 -0.167839 0.0 0.1 0.1
C 2.007448 0.610013 3.084050 0.0 0.0 0.0
H -7.240941 0.091906 1.129054 0.0 0.0 0.0
C 3.103867 1.456733 3.172062 0.0 0.0 0.0
H 4.786780 0.030541 1.432757 0.0 0.0 0.0
H 0.046720 -0.889694 3.870860 0.0 0.0 -0.1
C -0.210889 -1.149631 2.840053 0.0 0.0 0.1
C -0.596184 -5.429432 0.910013 -0.1 0.0 0.1
As 0.187314 0.193033 -3.161732 -0.1 0.0 0.3
H -1.820490 2.787214 0.456343 -0.1 0.0 0.0
H -0.482014 -6.805829 2.548032 0.0 0.0 0.0
C 1.143647 0.702254 1.999693 0.0 0.0 -0.1
C 4.253096 -3.551503 -0.921771 0.0 -0.1 0.0
C 1.964025 2.274355 -3.584067 0.0 -0.1 0.0
H 1.649446 -3.885282 -2.111731 0.0 0.0 0.0
C 1.893999 -2.831014 -2.222872 -0.1 0.0 -0.1
H 1.757601 -0.902429 0.462590 0.0 0.0 0.1
H 6.112672 -2.440147 -1.063749 0.0 0.0 0.0
C -1.115196 -4.215279 0.514670 0.0 0.2 0.0
```
Positions in Å, forces in eV/Å.

E in Eh: -5579.94675
Total charge: +1
HOMO-LUMO gap in eV: 7.60
Highest occupied orbital energy in eV: -10.01

---

(2)
A structure of composition C47H51Cl2CrN3O2PS3 in a non-equilibrium geometry, computed with ωB97M-V/def2-TZVPD.

```
110
Properties=species:S:1:pos:R:3:forces:R:3
C 2.988612 0.701164 -1.680690 0.1 0.1 -0.5
H 0.681926 3.358384 0.094670 0.1 0.0 -0.1
N 1.752164 1.000068 -1.190820 0.0 0.1 0.9
P 0.714177 0.478665 1.516797 0.4 0.7 1.4
H -0.857201 2.564424 -0.143835 0.0 0.0 0.0
C -1.161410 -0.963611 2.940024 0.4 0.2 0.9
C -6.517892 -3.953651 0.900929 0.1 0.1 0.0
H 1.471720 6.721070 -3.378998 0.0 0.0 0.0
N 3.094479 1.148304 -2.999025 0.2 -0.1 -0.5
C -2.899530 -1.086542 -1.642254 -0.5 -1.5 -0.8
H 4.012144 1.214800 -3.413210 -0.1 0.0 0.2
H -6.079811 -1.546830 2.158299 -0.1 0.0 0.1
H -6.365455 -4.968159 1.277993 -0.1 0.0 0.0
Cr -0.127993 -1.410941 0.273510 0.7 -1.6 0.3
H 3.253176 0.578542 3.738627 0.0 0.1 0.2
C 1.488266 1.996565 -4.662525 0.0 -0.1 -0.1
H 0.799710 4.424363 -3.952791 0.0 0.0 -0.1
C -2.552996 -2.384261 -2.005823 -0.7 1.1 -1.0
H 4.201461 -0.474694 2.691305 0.1 0.0 0.0
C 1.701228 4.597620 -3.384038 0.1 -0.2 0.1
H -0.764021 0.772514 7.390424 0.0 0.1 0.1
C -0.247210 3.083473 0.586183 -0.2 -0.2 0.0
H 4.497341 -2.327444 -1.593474 0.1 0.0 0.0
H 3.790598 -4.914728 1.092131 0.1 -0.1 0.0
H -4.355655 0.471268 -1.393974 -0.1 0.1 0.0
C 2.642830 -3.121068 0.734603 0.1 0.1 -0.6
H -3.202886 0.667914 2.147933 0.1 0.1 0.0
C 0.071031 0.281632 6.887503 0.0 -0.1 0.0
H 0.077808 3.779406 3.330467 0.0 0.0 0.0
C 0.542153 1.874776 -7.277444 -0.1 0.0 -0.2
H 4.444166 -4.021958 -1.049132 0.1 -0.1 0.0
H 3.403173 -3.960998 2.527689 0.1 -0.1 0.1
H -3.768460 -0.012281 3.670570 0.0 0.1 0.0
C 0.782494 3.115157 2.821748 0.0 -0.3 0.0
C 1.080522 1.702774 -2.079887 0.5 0.2 -1.0
C -3.974520 -1.300776 1.940957 0.3 0.1 -0.1
C 2.698531 -2.831447 -0.581889 0.0 -0.3 0.6
H -7.333348 -3.495434 1.460483 -0.1 0.0 0.0
H -0.753676 4.007491 0.876184 -0.1 0.1 0.1
C 3.293512 1.828174 1.372428 -0.2 0.0 0.0
C -5.247678 -3.159825 1.033776 0.0 0.0 0.0
C 3.586859 3.751960 -2.166108 -0.1 -0.1 -0.1
S 1.427177 -1.972569 -1.396816 -0.3 -0.1 -0.3
C 2.057395 2.098394 -3.272712 -0.3 -0.4 0.4
H 3.440556 2.030951 -5.547287 0.0 0.0 0.0
C -2.772706 -1.854480 1.440265 -1.0 -0.4 0.0
C -4.097190 -3.603299 0.393593 -0.2 0.1 0.2
H -4.941128 0.537044 2.462312 -0.1 0.0 0.0
O 3.922456 0.151335 -1.125219 0.3 -0.1 0.3
C -4.154436 -0.518771 -1.778207 0.2 0.4 0.2
C -0.328112 -0.191342 5.518567 0.0 0.1 0.1
H 1.305111 2.534056 3.573817 0.1 0.1 0.1
H -2.631081 -2.136950 3.980791 0.0 0.1 0.0
H -6.803053 -4.025308 -0.149171 -0.1 -0.1 -0.1
C -1.031718 -4.658358 1.164377 -0.1 0.3 -0.2
H -4.139342 -4.462990 -0.259081 0.0 -0.1 -0.1
H 1.240549 0.830605 4.540756 0.1 0.1 0.0
H 3.492001 7.128229 -2.033342 0.0 0.1 0.0
H 4.164272 2.924082 -1.779545 0.0 -0.1 0.0
H -0.568911 1.987292 -4.085357 0.1 0.0 0.0
C -1.413817 -1.041066 5.350057 0.2 0.1 0.0
H 4.668659 -3.409212 1.413465 0.2 0.0 0.1
Cl -3.272474 -4.641040 -3.294921 0.1 -0.8 -0.2
H -6.135998 -0.844428 -2.540662 0.0 0.0 0.0
H 0.176159 1.822463 -8.295258 0.0 0.0 0.0
H 1.504449 3.736058 2.293578 0.1 0.0 0.0
H 2.612953 1.905122 -7.855964 0.0 0.0 0.0
C 3.857766 -3.202261 -1.465393 -0.1 0.1 0.2
C -0.345340 1.908358 -6.214919 0.0 0.0 -0.2
H 0.892730 0.990516 6.824920 0.1 0.1 0.0
S -1.437726 -3.524961 -0.287481 0.4 -0.9 1.1
C 0.122565 1.971204 -4.914480 -0.1 -0.1 0.1
C 3.961785 5.040882 -1.844581 0.0 0.2 0.1
H 2.831547 -0.140896 0.813643 0.0 0.0 0.2
C 2.075197 5.884550 -3.051856 0.0 0.2 0.0
C 3.696140 -3.897598 1.481545 0.0 0.1 -0.1
C -3.976448 0.049079 2.600541 0.0 -0.1 0.0
H 4.291484 1.597348 1.001793 0.1 0.0 -0.1
C 3.190096 -0.136088 2.919021 -0.3 0.0 0.0
C 1.905938 1.918280 -7.034319 0.2 0.0 -0.1
Cl -1.602414 -0.127672 -0.972771 -0.2 1.5 -0.5
C 3.211098 6.115842 -2.292357 0.0 0.1 0.1
C -3.579022 -3.032379 -2.680980 0.4 0.9 0.4
C -1.816393 -1.432437 4.095755 0.1 -0.2 -0.1
H -5.577064 -3.081121 -3.470965 -0.1 0.0 0.0
C -5.141614 -1.255844 -2.413682 -0.1 0.0 -0.1
C 0.365928 0.218559 4.387595 0.0 -0.1 0.2
C 2.374922 1.985344 -5.735460 -0.1 0.0 0.1
N -1.533232 -1.324784 1.691230 0.2 0.1 -0.4
H -1.816544 -5.408723 1.200029 -0.2 -0.1 0.0
H 0.390158 -0.551925 7.512868 0.1 -0.1 0.2
H 2.595196 -0.990442 3.232226 0.2 -0.1 0.1
H -1.412667 1.881783 -6.392209 0.0 0.0 0.0
H 3.394872 2.448173 2.260363 -0.1 0.1 0.1
O -0.073555 2.092118 -2.067782 -0.4 0.3 -0.1
H -1.941662 -1.405871 6.221953 -0.1 -0.1 0.1
H 4.840744 5.201188 -1.233485 0.0 0.0 0.0
C 2.593474 0.504616 1.669477 -0.1 -0.3 -0.3
H 3.481569 -3.483278 -2.448220 0.1 -0.1 -0.1
H -0.956957 1.989049 2.266852 0.2 0.0 -0.1
C 0.018981 2.239340 1.821477 -0.2 -0.1 -0.4
H 2.766144 2.377237 0.597821 0.1 0.2 -0.1
C -4.841030 -2.513283 -2.914807 -0.2 -0.1 0.0
C -0.012440 -0.140946 3.107275 -0.2 -0.3 -0.3
C -2.897290 -2.955081 0.572171 0.1 0.0 0.1
C 2.465078 3.511407 -2.958952 0.3 0.5 0.1
S 1.292441 -2.626616 1.724587 -0.4 0.4 -0.2
H -0.077492 -5.127719 0.959411 0.2 0.0 0.0
C -5.169846 -1.974751 1.751332 -0.2 -0.3 -0.1
H -0.989224 -4.101879 2.093463 0.1 0.0 0.2
```
Positions in Å, forces in eV/Å.

E in Eh: -5637.20702
⟨S²⟩: 3.8170
Total charge: -2
2S+1: 4
HOMO-LUMO gap (spin up / spin down) in eV: 5.17 / 5.47
Highest occupied orbital energy (spin up / spin down) in eV: -0.91 / -1.21